Record 1
76
Properties=species:S:1:pos:R:3:forces:R:3 method="wB97M-V/def2-TZVPD" max_force_ev_per_a=0.2 e_lumo_ev="0.0 / -1.6" e_tot_ha=-4728.6730 de_lowest_ev=0.000 s2=8.7563 homo_lumo_gap_ha="0.3109 / 0.2501" spin_multiplicity=6
Ru -0.269 -0.839 0.377 0.01 0.18 -0.04
N 2.381 1.856 0.972 -0.03 -0.02 -0.02
C 1.185 2.301 0.580 -0.01 0.02 0.06
N 0.088 1.578 0.481 -0.03 0.01 0.00
C -0.993 2.376 0.135 0.05 -0.01 -0.08
C -0.720 3.681 -0.066 -0.02 0.01 0.02
S 0.949 3.988 0.238 0.00 0.00 -0.04
C -2.280 1.721 -0.078 0.00 0.00 -0.07
C -3.472 2.316 -0.287 -0.04 -0.01 0.07
S -4.680 1.120 -0.605 0.03 0.03 -0.06
C -3.473 -0.121 -0.460 -0.02 0.02 0.12
N -2.278 0.341 -0.160 0.00 -0.02 -0.07
N -3.761 -1.413 -0.637 0.00 0.04 -0.14
H 2.464 0.913 1.321 0.01 -0.04 0.01
H 3.211 2.389 0.789 0.00 0.00 0.03
H -1.383 4.457 -0.408 0.00 0.00 0.01
H -3.711 3.365 -0.275 0.00 0.00 0.01
H -4.708 -1.703 -0.788 -0.03 -0.04 0.03
H -3.041 -2.091 -0.380 -0.02 -0.06 0.05
C -1.412 5.561 4.144 -0.01 0.01 0.01
C -1.018 4.117 4.001 -0.02 -0.01 -0.01
C -1.979 3.145 3.727 0.02 0.03 0.00
C -1.623 1.819 3.557 0.01 0.02 -0.01
C -0.289 1.451 3.664 -0.10 -0.01 -0.04
C 0.682 2.396 3.950 0.03 -0.01 0.00
C 0.311 3.723 4.115 0.03 -0.01 0.01
S 0.175 -0.241 3.429 0.03 -0.13 0.09
O 0.166 -0.903 4.703 0.01 0.04 -0.02
O 1.448 -0.191 2.708 0.02 0.02 -0.02
N -0.890 -0.843 2.417 0.00 0.01 -0.05
C -1.858 -1.837 2.843 -0.01 -0.05 0.02
C -2.068 -2.881 1.747 -0.12 0.08 0.01
O -2.707 -3.884 1.972 0.02 0.04 -0.06
O -1.598 -2.552 0.564 0.08 -0.11 0.13
H -2.264 5.670 4.816 0.00 0.00 0.00
H -1.702 5.981 3.178 0.00 0.00 0.00
H -0.590 6.159 4.535 0.00 0.00 0.00
H -3.020 3.435 3.636 0.00 0.00 0.00
H -2.372 1.076 3.315 0.00 -0.01 0.00
H 1.720 2.099 4.022 0.00 0.00 0.01
H 1.070 4.465 4.330 0.00 0.00 0.00
H -2.846 -1.393 3.022 0.03 0.02 0.00
H -1.560 -2.340 3.762 0.04 0.01 0.00
O 1.276 -2.482 1.196 0.02 -0.11 -0.05
H 1.847 -2.049 1.848 -0.02 0.03 0.01
H 1.786 -3.210 0.790 -0.02 0.03 0.01
F 2.926 -0.089 -3.479 -0.01 0.00 0.01
C 3.701 -0.096 -2.399 -0.01 0.02 0.00
F 4.872 -0.636 -2.704 -0.01 0.01 0.00
F 3.892 1.165 -1.999 0.00 -0.02 0.00
S 2.909 -1.052 -1.038 -0.04 -0.02 -0.02
O 1.662 -0.319 -0.854 0.02 0.05 -0.03
O 3.836 -1.029 0.052 0.03 0.00 0.02
N 2.603 -2.436 -1.679 0.02 0.04 -0.01
S 3.456 -3.731 -1.321 0.01 -0.02 0.00
O 2.995 -4.332 -0.094 0.02 0.01 0.01
O 4.857 -3.634 -1.573 -0.02 0.00 0.01
C 2.793 -4.828 -2.647 0.05 0.02 -0.01
F 1.499 -5.110 -2.440 -0.02 -0.03 0.01
F 3.479 -5.964 -2.632 -0.02 -0.02 -0.01
F 2.908 -4.267 -3.849 0.00 0.00 0.00
N -0.361 -3.031 -3.439 0.00 0.04 0.00
C -0.550 -2.851 -2.115 0.04 -0.03 -0.04
N -0.616 -1.585 -1.792 -0.03 -0.01 0.11
C -0.451 -0.874 -2.975 0.00 0.01 0.02
C -0.439 0.498 -3.209 0.03 -0.01 0.01
C -0.249 0.917 -4.510 0.03 -0.01 -0.01
C -0.070 -0.001 -5.557 0.00 0.01 0.00
C -0.081 -1.363 -5.336 -0.01 0.00 0.00
C -0.279 -1.778 -4.024 -0.01 -0.04 -0.01
H -0.206 -3.919 -3.883 0.00 0.01 0.01
H -0.633 -3.660 -1.407 -0.01 0.00 0.00
H -0.559 1.205 -2.398 0.00 0.00 0.00
H -0.229 1.976 -4.731 0.00 0.00 0.00
H 0.083 0.370 -6.562 0.00 0.00 0.00
H 0.060 -2.069 -6.144 0.00 0.00 0.00


Record 2
8
Properties=species:S:1:pos:R:3:forces:R:3 method="wB97M-V/def2-TZVPD" max_force_ev_per_a=3.8 e_lumo_ev="0.6 / 0.4" e_tot_ha=-225.0800 de_lowest_ev=0.567 s2=2.0060 homo_lumo_gap_ha="0.3716 / 0.4046" spin_multiplicity=3
C -0.852 -0.420 0.154 1.12 -0.70 -1.52
N 0.277 0.102 0.084 0.59 -0.41 1.09
N 2.665 0.150 0.016 1.20 3.46 1.07
O -2.008 0.162 -0.125 -2.03 1.84 0.66
H -0.759 -1.499 0.165 -1.45 -0.31 0.30
H 0.165 1.076 0.042 0.41 2.05 -0.38
H 2.555 -0.755 -0.283 -0.49 -3.36 -1.08
H -2.043 1.184 -0.053 0.66 -2.56 -0.14


Record 3
82
Properties=species:S:1:pos:R:3:forces:R:3 method="wB97M-V/def2-TZVPD" max_force_ev_per_a=1.4 e_lumo_ev=-0.5 e_tot_ha=-3377.7180 de_lowest_ev=0.000 homo_lumo_gap_ha=0.3477
N 2.761 1.003 3.132 0.31 0.34 -0.07
H 2.217 1.270 3.952 0.02 -0.11 -0.07
H 2.130 0.727 2.328 0.26 -0.04 -0.13
H 3.361 0.213 3.360 -0.22 -0.07 0.07
H 3.347 1.766 2.803 -0.12 0.06 -0.01
C -0.136 0.059 -0.258 0.59 0.10 -0.47
C 1.014 0.089 0.732 -0.23 -0.10 -0.36
O 1.084 -0.762 1.665 0.00 -0.23 -0.26
O 1.879 0.983 0.563 0.15 0.16 0.34
H -0.608 -0.910 -0.375 -0.11 0.02 0.26
H 0.324 0.332 -1.210 -0.25 0.01 -0.09
H -0.865 0.837 -0.031 -0.06 -0.07 0.09
C -1.503 -0.774 -3.615 0.54 0.27 -0.21
C -2.772 0.030 -3.889 0.38 0.34 1.26
O -2.301 1.369 -3.810 -0.02 -0.05 -0.72
C -0.979 1.382 -4.138 -0.26 -0.27 -0.04
O -0.374 2.333 -4.495 0.22 0.37 0.11
O -0.469 0.144 -4.032 -0.03 -0.21 -0.10
F -3.655 -0.103 -2.865 -0.20 -0.29 -0.21
H -1.370 -1.696 -4.171 -0.17 0.01 -0.07
H -1.353 -0.962 -2.555 -0.37 -0.09 0.05
H -3.281 -0.144 -4.834 -0.06 -0.02 -0.05
C 2.311 -3.757 0.511 0.38 0.42 0.49
C 2.977 -2.586 -0.218 -0.26 -0.73 0.13
O 2.067 -2.295 -1.240 0.08 0.67 0.20
C 0.990 -3.120 -1.190 0.64 -0.25 0.11
O 0.001 -2.960 -1.814 -0.36 -0.16 -0.23
O 1.240 -4.137 -0.337 -0.36 0.02 -0.03
F 4.172 -2.962 -0.784 -0.11 0.13 -0.02
H 1.909 -3.402 1.461 -0.06 -0.05 -0.02
H 3.006 -4.573 0.688 -0.09 -0.13 -0.23
H 3.136 -1.727 0.426 0.09 0.20 -0.22
C -1.135 -0.245 5.005 0.77 -0.45 0.41
C 0.132 -0.844 4.405 -1.26 0.17 -0.28
O 0.112 -2.149 4.875 0.21 -0.02 0.01
C -0.696 -2.230 5.986 -0.05 0.21 0.09
O -0.794 -3.194 6.660 0.02 -0.12 0.07
O -1.337 -1.058 6.174 0.04 -0.32 -0.24
F 1.264 -0.202 4.898 0.23 0.01 0.42
H -1.954 -0.410 4.310 -0.13 0.38 0.09
H -0.976 0.772 5.342 -0.31 0.14 -0.27
H 0.170 -0.784 3.319 0.19 -0.28 0.20
C -1.927 -2.952 0.830 0.73 -0.81 0.94
C -2.957 -3.415 1.869 -0.29 0.52 -0.61
O -4.176 -2.992 1.330 -0.03 0.39 0.10
C -3.973 -2.225 0.212 -0.07 -0.66 -0.19
O -4.827 -1.647 -0.361 -0.03 0.14 -0.01
O -2.689 -2.349 -0.189 0.07 0.43 -0.01
F -2.732 -2.734 3.042 -0.06 -0.23 0.19
H -1.288 -3.765 0.483 -0.42 -0.07 -0.52
H -1.227 -2.265 1.318 -0.29 0.37 -0.15
H -3.069 -4.477 2.061 0.40 -0.03 0.31
C 1.993 4.133 -0.330 -0.18 -0.02 0.01
C 1.369 3.931 -1.710 0.01 0.26 0.61
O 0.432 4.983 -1.789 0.12 -0.08 0.09
C 0.703 5.909 -0.825 -0.23 -0.10 -0.31
O 0.081 6.904 -0.682 0.03 0.24 0.11
O 1.768 5.531 -0.092 0.28 -0.14 0.05
F 0.726 2.745 -1.778 -0.04 -0.02 -0.18
H 3.045 3.863 -0.312 0.08 0.35 0.07
H 1.466 3.587 0.451 -0.06 -0.34 -0.25
H 2.083 4.034 -2.526 -0.13 -0.27 -0.19
C -3.449 3.060 1.475 -0.12 -0.24 -0.23
C -3.917 1.724 2.030 0.45 0.50 0.32
O -2.835 1.361 2.855 -0.39 -0.11 -0.38
C -1.705 1.930 2.339 -0.35 -0.15 1.13
O -0.639 1.584 2.738 0.60 0.40 -0.46
O -2.013 2.912 1.496 0.06 -0.10 -0.26
F -3.997 0.805 1.031 -0.28 -0.01 0.01
H -3.712 3.909 2.102 -0.09 -0.03 0.06
H -3.821 3.193 0.462 0.30 0.11 -0.08
H -4.827 1.758 2.622 -0.06 -0.22 -0.12
C 2.878 0.369 -4.160 -1.04 -0.57 0.83
C 3.081 -1.132 -4.040 0.32 0.43 0.70
O 3.803 -1.440 -5.190 -0.46 -0.12 -0.38
C 3.535 -0.477 -6.141 0.14 0.00 0.25
O 3.870 -0.550 -7.271 -0.07 -0.01 -0.11
O 2.876 0.552 -5.567 0.65 0.28 -0.07
F 1.861 -1.756 -4.004 0.08 -0.30 -0.47
H 3.623 0.908 -3.570 0.37 0.23 -0.70
H 1.900 0.647 -3.772 -0.01 0.00 -0.11
H 3.642 -1.478 -3.175 0.00 0.04 -0.01


Record 4
115
Properties=species:S:1:pos:R:3:forces:R:3 method="wB97M-V/def2-TZVPD" max_force_ev_per_a=2.8 e_lumo_ev=-0.7 e_tot_ha=-4627.7332 de_lowest_ev=2.974 homo_lumo_gap_ha=0.1968
Hf -0.504 0.508 -0.023 0.53 -0.05 -0.47
C 0.295 3.971 6.093 0.16 0.07 -0.72
Si 0.577 4.230 4.214 -0.01 0.45 0.47
C 2.368 3.811 3.762 -0.62 0.10 0.07
C 0.208 6.070 3.849 0.17 -0.71 0.08
C -0.794 3.219 3.356 0.24 0.25 0.03
C -2.106 3.543 3.646 0.22 -0.06 -0.06
C -3.171 2.861 3.058 -0.02 -0.21 -0.06
C -2.874 1.872 2.151 -0.49 0.10 0.05
N -1.624 1.552 1.807 0.32 0.23 -0.01
C -0.589 2.195 2.405 0.01 -0.12 0.17
S 0.946 1.647 1.885 -0.11 -0.19 -0.36
H 0.968 4.597 6.670 0.19 0.17 0.09
H 0.465 2.943 6.396 0.06 -0.25 -0.02
H -0.718 4.233 6.386 -0.22 0.07 -0.02
H 3.060 4.468 4.279 0.04 0.24 0.22
H 2.536 3.914 2.696 -0.01 0.06 -0.21
H 2.612 2.788 4.021 0.01 -0.22 0.08
H 0.920 6.707 4.364 0.20 0.10 0.14
H -0.783 6.360 4.185 -0.22 -0.02 0.09
H 0.273 6.295 2.790 0.04 -0.04 -0.25
H -2.313 4.344 4.342 -0.06 0.11 0.13
H -4.195 3.109 3.291 -0.07 -0.04 0.00
H -3.655 1.310 1.650 0.01 0.11 -0.02
C -2.699 -2.521 -1.025 -0.04 0.07 0.16
O -1.512 -1.779 -1.223 0.36 -0.20 -0.15
C -0.854 -2.185 -2.407 0.51 0.10 -0.26
C 0.329 -1.262 -2.633 -0.48 -0.10 -0.19
O 1.078 -1.201 -1.423 -0.31 -0.16 0.37
C 2.382 -0.681 -1.672 0.37 0.30 -0.06
H -3.375 -2.401 -1.879 0.02 0.04 0.09
H -3.182 -2.123 -0.134 -0.07 -0.06 0.00
H -2.474 -3.588 -0.883 0.04 0.14 -0.03
H -1.538 -2.120 -3.262 0.05 0.03 0.03
H -0.519 -3.228 -2.301 -0.05 0.05 0.04
H -0.010 -0.253 -2.904 0.13 -0.21 0.04
H 0.951 -1.655 -3.445 -0.01 -0.05 0.06
H 2.915 -1.338 -2.369 -0.09 -0.04 0.01
H 2.892 -0.655 -0.713 0.02 0.02 -0.27
H 2.302 0.336 -2.068 0.01 -0.19 -0.01
N -7.180 -5.051 6.212 0.02 0.02 -0.01
C -6.293 -4.658 5.596 -0.88 -0.41 0.58
C -5.203 -4.184 4.842 1.18 0.55 -0.71
C -3.990 -4.889 4.840 -0.61 0.16 0.03
C -2.922 -4.421 4.110 0.26 0.44 -0.36
C -3.039 -3.239 3.373 -0.86 -0.27 0.60
C -4.246 -2.532 3.377 0.51 -0.13 -0.16
C -5.316 -2.995 4.105 -0.14 -0.51 0.38
N -1.966 -2.757 2.615 0.31 0.41 -0.22
C -1.045 -3.492 1.913 0.63 -0.17 -0.40
C -0.288 -2.601 1.215 -0.06 -0.65 0.22
N -0.721 -1.331 1.473 -0.39 -0.38 0.48
C -1.722 -1.461 2.322 0.08 0.34 -0.13
H -3.901 -5.801 5.414 0.00 -0.01 0.02
H -1.985 -4.957 4.116 0.09 -0.03 0.02
H -4.347 -1.635 2.784 -0.01 0.06 -0.06
H -6.253 -2.458 4.098 -0.03 0.02 0.02
H -1.015 -4.561 1.949 -0.04 -0.20 0.01
H 0.529 -2.782 0.543 0.03 -0.03 -0.08
H -2.265 -0.653 2.774 -0.06 0.12 0.00
N 0.522 1.520 -1.280 -1.21 -2.08 1.50
C 0.540 2.837 -1.410 0.40 2.33 -0.64
C 1.436 3.468 -2.315 -0.41 -0.34 0.44
C 1.431 4.829 -2.485 0.03 0.38 -0.02
C 0.554 5.636 -1.766 -0.06 0.11 0.02
C -0.338 5.051 -0.878 -0.01 0.25 0.10
C -0.357 3.688 -0.702 0.56 -0.55 -0.23
H 2.102 2.837 -2.887 0.06 -0.05 -0.03
H 2.118 5.282 -3.189 0.04 0.05 -0.05
H 0.555 6.707 -1.904 0.02 0.11 -0.03
H -1.046 5.664 -0.334 -0.03 0.08 0.02
H -1.088 3.224 -0.032 0.08 0.26 -0.13
N 3.343 -3.561 1.467 0.16 -0.15 0.22
C 3.251 -2.444 2.239 -0.05 0.29 -0.29
S 2.645 -1.012 1.666 0.06 -0.01 0.26
N 3.661 -2.486 3.529 -0.05 0.22 0.06
C 4.169 -3.536 4.295 0.25 -0.44 0.19
C 3.722 -4.850 4.164 -0.04 0.15 -0.05
C 4.250 -5.838 4.977 0.06 -0.03 0.04
C 5.211 -5.531 5.925 0.01 -0.12 0.04
C 5.647 -4.223 6.066 -0.08 -0.03 0.04
C 5.129 -3.230 5.260 -0.08 -0.01 -0.14
H 3.220 -3.399 0.479 0.03 0.06 0.13
H 4.027 -4.261 1.720 -0.08 -0.04 -0.01
H 3.650 -1.572 3.965 -0.06 -0.14 -0.14
H 2.941 -5.092 3.459 -0.06 0.01 -0.04
H 3.891 -6.851 4.877 -0.01 -0.08 0.00
H 5.609 -6.308 6.559 0.07 -0.08 0.07
H 6.390 -3.975 6.808 0.07 0.02 0.06
H 5.464 -2.209 5.362 0.05 0.10 0.00
S -1.392 1.627 -3.689 -0.46 0.33 -0.12
P -2.910 1.834 -2.472 -0.25 0.40 -0.95
S -3.036 0.652 -0.827 0.23 0.11 0.27
C -3.279 3.549 -1.924 0.11 -0.39 -0.07
C -3.968 3.760 -0.738 0.02 -0.07 0.01
C -4.341 5.038 -0.368 -0.07 0.12 0.06
C -4.050 6.108 -1.199 -0.01 0.09 0.01
C -3.358 5.899 -2.382 -0.05 0.08 -0.07
C -2.966 4.622 -2.745 -0.01 -0.07 -0.03
C -4.440 1.482 -3.420 0.25 -0.07 0.23
C -4.452 1.867 -4.754 -0.02 0.05 -0.07
C -5.555 1.605 -5.543 -0.07 0.03 -0.01
C -6.651 0.951 -5.000 -0.07 -0.03 -0.08
C -6.647 0.585 -3.664 -0.20 -0.07 -0.01
C -5.546 0.853 -2.869 0.07 0.07 -0.02
H -4.208 2.918 -0.105 0.00 -0.01 0.04
H -4.864 5.195 0.566 -0.04 0.03 0.02
H -4.371 7.104 -0.926 0.05 0.07 0.02
H -3.122 6.738 -3.023 0.03 0.02 -0.03
H -2.408 4.450 -3.655 0.09 0.00 -0.06
H -3.580 2.352 -5.167 0.03 -0.02 -0.05
H -5.556 1.905 -6.581 -0.01 0.00 -0.07
H -7.502 0.720 -5.624 -0.09 0.01 -0.01
H -7.506 0.085 -3.240 -0.07 -0.05 0.02
H -5.536 0.567 -1.828 -0.03 -0.06 0.07


Record 5
47
Properties=species:S:1:pos:R:3:forces:R:3 method="wB97M-V/def2-TZVPD" max_force_ev_per_a=0.8 e_lumo_ev=0.4 e_tot_ha=-1905.1459 smiles="CCOC(=O)[C@@H](C(=O)NCc1cccc(OC)c1)c1ncc(C(F)(F)F)cc1Cl" de_lowest_ev=0.000 homo_lumo_gap_ha=0.3257
C -0.869 -3.609 0.068 -0.03 0.30 0.31
C -0.846 -3.019 1.469 0.33 -0.52 -0.02
O -1.267 -1.649 1.445 -0.31 -0.04 0.05
C -0.341 -0.704 1.481 0.17 0.30 0.20
O 0.844 -0.902 1.581 0.05 -0.18 0.06
C -0.982 0.680 1.448 0.08 0.04 -0.36
C -0.106 1.737 0.718 -0.19 -0.32 0.50
O -0.565 2.437 -0.156 -0.17 0.20 -0.15
N 1.140 1.832 1.201 0.55 0.14 0.14
C 2.137 2.669 0.565 -0.08 0.29 -0.07
C 3.244 1.871 -0.077 0.17 0.02 0.02
C 4.509 2.422 -0.219 -0.16 0.05 0.06
C 5.518 1.686 -0.819 -0.01 -0.05 -0.03
C 5.283 0.400 -1.259 -0.10 -0.20 -0.06
C 4.015 -0.165 -1.113 0.13 0.21 0.03
O 3.869 -1.443 -1.556 0.28 0.17 -0.06
C 2.627 -2.076 -1.360 -0.17 -0.12 0.07
C 2.998 0.584 -0.536 -0.07 -0.25 -0.12
C -2.337 0.637 0.811 0.05 0.01 -0.47
N -3.368 1.031 1.535 0.32 0.08 0.47
C -4.574 1.051 1.003 -0.39 -0.07 -0.49
C -4.811 0.679 -0.315 0.07 0.05 0.06
C -6.204 0.688 -0.880 -0.26 -0.13 0.00
F -6.990 1.605 -0.303 0.07 0.18 0.20
F -6.816 -0.500 -0.703 0.07 -0.16 0.08
F -6.227 0.927 -2.198 0.22 0.05 -0.18
C -3.744 0.255 -1.099 0.10 0.08 0.31
C -2.486 0.232 -0.522 -0.68 0.19 0.26
Cl -1.138 -0.301 -1.432 0.25 -0.17 -0.37
H -0.591 -4.658 0.113 0.03 -0.14 0.00
H -1.865 -3.523 -0.358 -0.07 -0.02 -0.09
H -0.166 -3.087 -0.576 0.06 0.01 -0.07
H 0.159 -3.073 1.899 -0.22 -0.01 0.00
H -1.558 -3.529 2.120 0.11 0.10 -0.04
H -1.100 1.012 2.486 -0.03 -0.09 -0.09
H 1.487 1.097 1.803 -0.21 -0.03 -0.11
H 2.557 3.352 1.310 -0.01 -0.01 -0.15
H 1.612 3.262 -0.191 0.09 -0.03 0.17
H 4.703 3.423 0.134 0.03 0.12 0.07
H 6.501 2.118 -0.934 0.10 0.02 -0.01
H 6.062 -0.190 -1.715 0.11 -0.08 -0.05
H 2.760 -3.100 -1.706 -0.06 0.06 0.02
H 1.837 -1.596 -1.948 0.01 0.00 0.04
H 2.343 -2.080 -0.303 -0.03 0.01 -0.05
H 2.009 0.172 -0.431 -0.08 -0.09 0.05
H -5.374 1.384 1.649 -0.13 0.02 -0.04
H -3.890 -0.040 -2.127 0.03 -0.02 -0.06


Record 6
12
Properties=species:S:1:pos:R:3:forces:R:3 method="wB97M-V/def2-TZVPD" max_force_ev_per_a=4.5 e_lumo_ev="-7.8 / -7.0" e_tot_ha=-3747.8865 charge=+1 de_lowest_ev=0.857 s2=0.8413 homo_lumo_gap_ha="0.2121 / 0.2472" spin_multiplicity=2
O 14.892 19.787 -19.186 -0.55 -0.40 -2.12
V 14.864 20.610 -20.503 -0.85 -2.66 1.73
Br 15.692 22.311 -19.549 4.27 1.31 -0.32
C 11.955 23.065 -17.107 0.52 0.74 0.99
C 13.114 23.843 -17.749 -1.00 0.76 1.35
O 13.399 23.219 -18.920 -0.17 -1.81 -2.63
H 11.915 23.342 -16.053 -0.57 0.53 -0.03
H 12.108 21.993 -16.991 0.40 -0.08 -0.73
H 11.016 23.255 -17.628 0.06 0.00 0.20
H 14.006 23.953 -17.132 0.02 -0.41 0.46
H 12.889 24.861 -18.065 -0.72 0.34 0.77
H 14.329 23.294 -19.150 -1.41 1.68 0.32